# 1
The following is a quantum chemistry calculation of a molecular structure, C37H29BrI2N3O3PPd, from OMol25.

Last column: Mulliken charge in e.
Element x y z (Å)
I -0.19483 7.45749 -1.84996  -0.08
I -3.42027 2.42375 -2.67036  -0.12
Pd 0.40033 -0.44959 0.00780  0.98
Br 6.27552 -5.02235 -3.20707  -0.25
P -1.10430 -2.23736 0.89333  0.14
O 2.07998 -0.28592 -2.21619  -0.82
O 3.44994 -1.09422 -0.60279  -0.79
O -0.77691 1.26510 -1.50331  -0.28
N 1.59884 1.68809 0.58360  0.06
N -1.04670 1.29662 1.40007  0.76
N 4.68016 -1.75296 -5.12336  -0.70
C 4.60074 -2.79280 -2.53237  -0.50
C 1.49220 -4.45866 -1.43715  -0.89
C 5.31239 -3.40597 -3.54350  0.05
C -0.61788 2.50604 -1.54972  -0.16
C 0.11659 -1.60075 2.11643  0.25
C 1.50600 -1.74047 1.95876  0.75
C -0.35489 -0.93414 3.26181  -0.66
C 1.89671 -0.54524 4.02488  -0.75
C -0.45976 2.47138 1.61429  0.51
C 0.65325 4.59687 -1.21498  -0.44
C 0.51643 -0.43164 4.21044  -0.63
C -2.05708 -4.90294 0.93033  -0.38
C 1.80407 2.47554 -0.63000  -0.83
C 2.38172 -1.19247 2.90050  -0.61
C -1.94068 -5.27655 3.66507  -0.61
C -2.36043 1.27170 1.20055  -0.25
C -2.50340 -6.09307 1.48618  -0.60
C -2.44853 -6.28740 2.86180  -0.44
C -1.48445 -4.08820 3.10109  -0.33
C -1.57261 4.75732 -2.13340  -0.50
C 3.06610 -0.91625 -1.77926  0.61
C 0.47947 -2.78335 -2.83233  -0.55
C -0.39824 5.36195 -1.70766  -0.34
C -0.08750 -2.89254 -0.47922  0.52
C 0.77901 -3.98995 -0.34814  -0.45
C 1.05535 2.41371 1.71313  -1.07
C -0.22869 -2.28972 -1.73952  -0.72
C 5.33981 -2.86904 -4.81838  -0.15
C 1.33860 -3.85867 -2.68589  -0.43
C -3.15396 2.41073 1.23829  -0.94
C -1.66005 3.38720 -2.03574  -0.38
C -1.17593 3.65845 1.70117  -1.07
C -1.52157 -3.87945 1.72175  0.38
C -2.54664 3.62638 1.51193  -0.37
C 0.57526 3.21953 -1.11633  0.91
C 3.96846 -1.16910 -4.15180  -0.01
C 3.90053 -1.63878 -2.84589  0.08
H -1.89543 -5.41069 4.74099  0.38
H 0.37434 -2.30372 -3.79734  0.31
H 0.88661 -4.47314 0.61511  0.48
H 1.31630 1.87266 2.62531  0.32
H 0.12567 0.06457 5.09243  0.36
H 1.91973 -2.30411 1.13588  -0.07
H 2.58101 -0.13181 4.75755  0.34
H 5.90364 -3.34510 -5.61263  0.36
H -2.10896 -4.75767 -0.14373  0.33
H -2.89882 -6.87499 0.84640  0.37
H -0.91516 -1.45961 -1.86831  0.46
H -2.78819 0.29620 0.99261  0.29
H 3.44938 -1.27224 2.73145  0.42
H -4.21546 2.34375 1.03791  0.47
H -3.12916 4.53938 1.55074  0.37
H -0.65938 4.59575 1.87334  0.42
H 3.41038 -0.28041 -4.42028  0.54
H 2.11548 1.77372 -1.40557  -0.11
H -2.39091 5.34077 -2.53194  0.36
H 2.16880 -5.29854 -1.31886  0.39
H -1.42308 -0.79476 3.39090  0.32
H -2.79247 -7.21698 3.30204  0.34
H 4.56395 -3.17897 -1.52195  0.59
H -1.07416 -3.31812 3.74258  0.29
H 1.89378 -4.23147 -3.53958  0.39
H 2.60034 3.22335 -0.48177  0.40
H 1.56356 5.08837 -0.89012  0.34
H 2.41663 1.13546 0.80045  0.29
H 1.44946 3.43980 1.78408  0.36

- HOMO-LUMO gap: 4.57 eV
- Lowest unoccupied orbital energy: 3.6 eV
- Net charge: -2
- Relative energy (zero: lowest compared OMol25 entry of this formula, charge and spin): 0.000 eV
- Spin multiplicity: 1

=====

# 2
The following is a quantum chemistry calculation of a molecular structure, C28H37BCl3F4IrN3O6SeSi, from OMol25.

Last column: Mulliken spin population.
Element x y z (Å)
Ir 1.28429 1.62129 0.14777  -0.01
Se -0.97543 0.82925 0.75229  0.00
Cl 4.25513 3.38908 -3.31070  0.00
Cl 1.55364 4.07152 -4.06986  0.00
Cl 2.87933 5.56873 -1.97195  0.00
Si 1.14115 -3.99451 2.66100  -0.04
F 3.26464 -0.20370 -2.60262  0.00
F 1.12221 0.48946 -3.03346  0.00
F 1.52458 -1.71318 -2.52158  0.00
F 1.71751 -0.12436 -0.86794  0.00
O 6.44523 2.73783 5.64795  0.00
O 0.93914 2.80778 -1.54918  0.00
O 0.98397 3.30771 1.20679  0.00
O 5.57482 4.63509 5.11712  0.00
O 2.95988 2.56393 -0.78329  0.00
O 2.09805 0.71702 1.74379  -0.01
N -1.76534 1.19743 -2.00433  0.00
N -1.26994 -0.87991 -1.54774  -0.01
N 5.65470 3.42464 5.03086  0.00
C -4.23879 2.99101 0.42860  0.00
C -0.91563 -2.08931 -0.80240  -0.01
C 2.88046 2.82546 2.60065  0.00
C -4.39411 2.30825 -0.92578  0.00
C 1.21759 -5.13856 1.17171  0.03
C 4.70894 2.73869 4.15267  0.00
C 3.79711 3.47010 3.45520  0.00
C -1.56829 -1.81448 -3.88388  0.00
C 2.62759 -4.34038 3.76163  0.05
C 2.90482 1.39542 2.47576  -0.04
C -1.37065 0.35272 -1.03745  0.02
C -2.19329 0.90059 -4.48229  0.01
C -1.88837 -1.41052 -5.16322  0.00
C -3.29508 -3.09810 -0.70837  0.01
C -1.88572 0.48900 -3.19014  0.00
C -4.27606 -1.97999 -1.05660  0.00
C -2.19248 -0.07357 -5.45914  0.00
C 1.17453 -2.23998 2.08774  0.72
C -3.52547 2.93137 -2.01647  0.00
C -0.42616 -4.31111 3.64674  0.02
C -2.03624 2.62824 -1.87977  0.00
C -1.57312 -0.83353 -2.89963  0.00
C 1.88267 3.64774 2.00864  0.00
C 2.17177 3.04580 -1.63980  0.00
C 2.70181 3.96937 -2.73859  0.00
C 4.74458 1.33366 4.05823  0.02
C 3.86037 0.68311 3.25252  0.03
C -2.05202 -2.63078 0.05253  0.03
B 1.93741 -0.40937 -2.37893  0.00
H -0.59625 -2.81728 -1.54587  -0.01
H -4.89831 2.54220 1.17207  0.00
H -1.29997 -2.83839 -3.66759  0.00
H -0.56393 -3.54510 4.41314  0.00
H -3.85369 -1.25181 -1.75023  0.00
H 1.80800 -1.89872 1.27511  0.18
H 3.56091 -4.15296 3.22693  0.00
H -1.45037 3.13074 -2.64947  0.00
H -2.33333 -1.87732 0.79418  0.00
H -3.87124 2.60521 -2.99982  0.00
H -1.64637 2.94749 -0.91622  0.00
H -3.81895 -3.83099 -0.09059  0.00
H -3.63777 4.01909 -1.99330  0.00
H -2.42059 0.20035 -6.48024  0.00
H -2.40587 1.93404 -4.71638  0.00
H 0.50672 -4.83946 0.39839  -0.01
H 0.64631 -1.42715 2.57235  0.06
H -4.49159 4.05114 0.35582  0.00
H -2.99426 -3.63160 -1.61612  0.00
H -0.38094 -5.27988 4.14895  0.00
H -0.04804 -1.85797 -0.18772  0.01
H 5.48347 0.79147 4.63051  0.00
H -1.62510 -3.46328 0.61738  -0.02
H -1.31404 -4.30571 3.01120  0.00
H 3.77696 4.54596 3.56652  0.00
H 0.98984 -6.16879 1.45451  0.00
H -5.17675 -2.38206 -1.52194  0.00
H 3.86599 -0.39388 3.15639  -0.01
H -4.16391 1.24106 -0.83743  0.00
H 2.61571 -3.70526 4.64974  0.00
H -4.57986 -1.44521 -0.15339  0.00
H -3.21874 2.91135 0.80636  0.00
H -1.88805 -2.13878 -5.96269  0.00
H -5.43853 2.36208 -1.24082  0.00
H 1.85028 4.69254 2.32965  0.00
H 2.21287 -5.12751 0.72258  0.00
H 2.63366 -5.38153 4.09296  0.00

- HOMO-LUMO gap (spin up / spin down): 7.37 / 7.57 eV
- Lowest unoccupied orbital energy (spin up / spin down): -1.1 / -1.1 eV
- Relative energy (zero: lowest compared OMol25 entry of this formula, charge and spin): 0.000 eV
- Spin multiplicity: 2

=====

# 3
The following is a quantum chemistry calculation of a molecular structure, C10H30CuN2O11S5 at a distorted geometry, from OMol25.

Last column: Mulliken spin population.
Element x y z (Å)
Cu -0.25630 0.03041 -0.01870  0.90
S -0.89408 -1.47535 2.98990  0.01
S 3.48932 -0.66267 0.42630  0.00
S 0.88240 2.09833 -2.60376  0.01
S 0.86120 2.44550 2.44670  0.00
S -2.25716 0.45648 -2.79958  0.00
O -1.12161 -2.46416 -0.62441  0.00
O 0.68738 1.29214 -1.39242  0.02
O -2.47644 2.94348 -0.12058  0.00
O -0.39063 -3.33222 -2.44807  0.00
O 0.52081 1.62791 1.27471  0.01
O -0.33801 -1.08898 1.67870  0.03
O 2.05681 -0.39366 0.25636  0.00
O 0.52982 -1.51813 -1.66541  0.02
O -3.73725 2.36586 1.55909  0.00
O -2.05284 1.15861 1.01656  0.01
O -1.93200 0.24083 -1.36945  -0.01
N -0.36587 -2.43666 -1.60785  0.00
N -2.75379 2.17477 0.82110  0.00
C -3.88103 1.18553 -2.74726  0.00
C 2.09134 1.57889 3.43520  0.00
C 3.60651 -2.12425 1.47697  0.00
C -0.49280 2.34143 3.62548  0.00
C 1.16505 0.91758 -3.91243  0.00
C 4.05362 -1.47901 -1.07488  0.00
C 2.58250 2.64685 -2.49206  0.00
C -2.54534 -0.77681 3.06695  0.00
C -2.63772 -1.12482 -3.55976  0.00
C -1.42072 -3.18632 2.80079  0.00
H 3.41453 -1.78218 2.49659  0.00
H -4.60261 0.42279 -2.44909  0.00
H -2.49502 -3.32979 2.79564  0.00
H 3.16180 1.77388 -2.18689  0.00
H -3.19482 -1.77542 -2.88972  0.00
H 1.30641 1.31620 -4.91487  0.00
H -1.01703 -3.54580 1.84993  0.00
H 2.66592 3.44152 -1.75699  0.00
H -3.87382 2.03276 -2.06845  0.00
H 2.94861 2.98656 -3.46050  0.00
H 1.82804 0.96133 4.29644  0.00
H -1.41123 2.53163 3.06717  0.00
H -2.46775 0.27405 3.32757  0.00
H -0.53120 1.37829 4.12445  0.00
H -1.66713 -1.56266 -3.78500  0.00
H -3.09480 -1.26487 3.87166  0.00
H 2.64755 0.94666 2.73714  0.00
H -0.36837 3.16111 4.33600  0.00
H -2.96669 -0.87727 2.07108  0.00
H 2.81692 2.31349 3.79907  0.00
H -4.14669 1.49399 -3.76291  0.00
H 1.97858 0.25129 -3.61450  0.00
H 4.58736 -2.58433 1.41738  0.00
H 0.28370 0.27538 -3.96329  0.00
H 5.13247 -1.61468 -0.95354  0.00
H -3.18567 -0.89157 -4.47345  0.00
H -0.92270 -3.78668 3.56411  0.00
H 3.88506 -0.79805 -1.90370  0.00
H 3.55715 -2.43485 -1.21538  0.00
H 2.75825 -2.75438 1.20583  0.00

- HOMO-LUMO gap (spin up / spin down): 8.10 / 6.98 eV
- Lowest unoccupied orbital energy (spin up / spin down): 0.2 / -0.9 eV
- Relative energy (zero: lowest compared OMol25 entry of this formula, charge and spin): 0.000 eV
- Spin multiplicity: 2

=====

# 4
The following is a quantum chemistry calculation of C17H25F3N2O3 in the gas phase, from OMol25.

Last column: natural (NBO) charge in e.
Element x y z (Å)
F 4.94213 -2.13691 -1.06568  -0.33
F 4.79147 -2.10846 1.07831  -0.32
F 6.05281 -0.69109 0.07029  -0.33
O 0.17481 -2.68350 0.48728  -0.60
O -1.45681 4.30032 0.66097  -0.53
O 0.40446 2.09442 -0.41424  -0.52
N 0.01917 -0.43159 0.11802  -0.65
N -2.57962 -0.50443 -0.18658  -0.64
C 0.49739 3.49219 -0.60801  -0.10
C -6.38958 -0.68110 0.33968  -0.39
C 3.70754 -0.36377 -0.10161  -0.16
C 4.86475 -1.31321 -0.00128  0.98
C -3.92242 -0.14833 0.24064  -0.20
C -7.76432 -2.03759 -1.32463  -0.61
C -5.00776 -1.18646 -0.06701  -0.42
C 2.82901 1.83276 -0.48238  -0.28
C 1.54142 1.35015 -0.32357  0.28
C -0.47581 -1.67239 0.35935  0.67
C -7.49474 -1.71923 0.14150  -0.39
C 1.33393 -0.02037 -0.04295  0.19
C 3.91506 0.97672 -0.37472  -0.19
C -0.92844 4.06081 -0.61440  -0.08
C -1.99999 -1.65286 0.48950  -0.32
C 2.42187 -0.86970 0.06420  -0.22
C -1.76166 3.13935 1.40143  -0.25
H -8.61264 -2.71213 -1.41304  0.21
H -7.99208 -1.12764 -1.87591  0.20
H 2.26103 -1.91364 0.27981  0.27
H -0.85914 2.60395 1.71157  0.17
H -8.41295 -1.33621 0.59257  0.20
H -6.36021 -0.39719 1.39469  0.20
H -7.22625 -2.63705 0.66932  0.19
H -3.88591 0.04000 1.31806  0.19
H -2.39563 2.45810 0.82295  0.17
H -4.17797 0.79262 -0.25736  0.19
H -1.57244 3.36960 -1.17848  0.17
H -4.99104 -1.40461 -1.13722  0.19
H -2.29951 3.47841 2.28472  0.19
H -0.92006 5.03440 -1.10910  0.20
H 0.97953 3.70934 -1.56934  0.18
H -2.22329 -1.57098 1.55873  0.22
H 4.91503 1.35970 -0.50079  0.23
H -2.57702 -0.66654 -1.19022  0.36
H -2.37613 -2.62643 0.14678  0.21
H -0.68830 0.29214 0.01232  0.45
H -4.79106 -2.11202 0.47067  0.20
H -6.63091 0.21565 -0.23615  0.19
H 3.00370 2.87506 -0.69382  0.22
H 1.07333 3.95839 0.20073  0.19
H -6.90515 -2.51616 -1.78736  0.20

- HOMO-LUMO gap: 9.09 eV
- Lowest unoccupied orbital energy: 0.6 eV
- Relative energy (zero: lowest compared OMol25 entry of this formula, charge and spin): 0.000 eV
- Spin multiplicity: 1
- Structure (SMILES): CCCCCNCC(=O)Nc1cc(C(F)(F)F)ccc1OCCOC

=====

| no. | E (hartree) |
| --- | --- |
| 1 | -5456.0489 |
| 2 | -6305.2066 |
| 3 | -4967.1596 |
| 4 | -1297.6357 |